{"formula": "C24H25N10O2PtS3", "method": "wB97M-V/def2-TZVPD", "gap_ev": 5.55, "e_homo_ev": -9.2, "largest_force_ha_per_bohr": 0.0601, "charge": 1, "symbols": ["H", "N", "H", "C", "C", "C", "N", "C", "H", "H", "H", "C", "C", "C", "Pt", "O", "C", "C", "N", "H", "C", "H", "S", "C", "C", "C", "O", "C", "H", "C", "N", "C", "C", "H", "H", "H", "S", "H", "C", "C", "H", "S", "H", "H", "H", "C", "H", "N", "N", "C", "C", "N", "H", "H", "C", "N", "N", "H", "N", "H", "H", "H", "H", "C", "H"], "positions_angstrom": [[-1.6057, -2.0361, 5.3675], [4.8151, 0.7995, 0.5421], [-4.4204, -0.1920, 4.2849], [1.4613, 5.4245, -0.5541], [0.4796, -3.4883, -0.1896], [-3.4046, -0.0150, 4.6431], [6.7083, -0.3988, 0.0147], [-1.5898, -1.7665, 4.3266], [-6.7338, 1.5879, 0.9846], [0.2729, -5.5959, -0.3620], [2.4552, 5.6166, -0.9228], [0.9584, -4.7771, -0.2158], [-6.4987, 1.6056, -0.0809], [-0.7057, 2.4413, 0.1368], [0.6893, -0.5499, 0.1537], [0.2003, 1.5561, 0.2493], [2.6142, -2.6294, 0.0899], [0.2131, -3.5030, 3.8683], [-2.6683, 1.1413, 0.2079], [4.2286, -4.0061, 0.2099], [-0.2877, 3.8542, 0.0128], [7.2560, 0.4431, 0.0346], [-1.6001, -0.9932, -0.0393], [3.4958, 0.8136, 0.6532], [-2.4323, -0.8064, 3.8474], [1.0065, 4.1296, -0.4389], [-2.3993, 4.7758, 0.7644], [-0.6501, 6.2333, 0.2336], [-3.3499, -0.2858, 5.6928], [5.3941, -0.3684, 0.2406], [2.7249, -0.2879, 0.4431], [-1.1363, 4.9297, 0.3365], [-0.6858, -2.4025, 3.4454], [-3.0071, 0.1592, 2.0988], [3.4488, 2.7793, 1.1315], [1.1843, -3.4096, 3.3906], [-4.7776, -0.4436, 0.1213], [-3.1910, 1.0511, 4.5445], [3.4153, -1.4495, 0.2356], [0.6278, 6.4830, -0.2150], [0.3304, -3.5259, 4.9457], [-4.9291, 2.5069, -0.2991], [2.7260, -6.0054, -0.0875], [-2.6478, 3.8371, 0.6372], [-7.1355, -0.4471, -0.3341], [2.3350, -5.0017, -0.0707], [-0.2206, -4.4510, 3.5476], [1.2732, -2.4227, -0.0460], [-2.0116, 2.2797, 0.1345], [-3.9316, 1.0815, 0.0043], [-6.3162, 0.2094, -0.6195], [2.8990, 1.9435, 1.0304], [-7.2664, 2.1538, -0.6214], [0.9743, 7.5018, -0.3119], [3.1620, -3.9169, 0.0862], [4.7311, -1.5283, 0.1543], [-2.4037, -0.5485, 2.4943], [-6.1894, 0.1949, -1.7023], [-0.6571, -2.0662, 2.1522], [-0.5811, -3.2997, -0.2969], [7.1411, -1.2853, -0.1823], [1.6256, 3.2971, -0.7423], [-1.3173, 7.0383, 0.4923], [-1.5086, -1.1932, 1.6818], [1.8871, 2.0003, 0.9641]], "forces_ev_per_angstrom": [[-0.05, 0.03, 0.20], [0.68, -0.19, -0.19], [0.01, 0.01, -0.01], [0.24, -0.03, -0.12], [-0.52, 0.01, -0.19], [-0.05, 0.00, 0.12], [-0.01, -0.18, 0.03], [0.30, -0.19, 0.00], [-0.11, -0.01, -0.10], [-0.08, -0.04, 0.02], [0.16, 0.03, -0.08], [1.09, -0.23, 0.02], [0.22, 0.29, 0.08], [-2.06, -0.39, 0.09], [-0.91, 1.65, -0.80], [1.73, -1.71, 0.22], [-1.20, -1.77, -0.31], [0.05, -0.03, 0.17], [-1.38, -0.94, 0.87], [0.10, -0.03, -0.04], [0.27, -0.02, 0.04], [-0.08, 0.02, 0.06], [1.71, -1.97, -0.01], [0.02, 0.44, 0.33], [-0.10, 0.17, -1.03], [-0.23, 0.06, -0.01], [0.07, 0.64, 0.12], [-0.05, 0.02, -0.04], [-0.02, 0.00, 0.04], [-0.33, 1.08, 0.25], [0.32, -1.10, -0.44], [-0.07, -0.14, 0.06], [-0.60, 0.75, -0.77], [0.01, 0.22, -0.36], [0.07, -0.06, -0.05], [0.07, 0.04, -0.06], [-0.50, -0.33, -0.06], [-0.01, -0.01, -0.01], [1.38, 2.41, 0.29], [-0.10, -0.11, 0.10], [0.05, -0.05, 0.13], [-0.18, -0.09, -0.24], [0.10, -0.11, 0.01], [0.22, -0.34, -0.20], [0.02, -0.06, 0.01], [-1.06, -0.07, -0.10], [-0.03, -0.06, 0.00], [1.13, -0.55, 0.39], [-0.30, 3.05, -0.35], [1.16, 1.36, 0.16], [0.31, -0.19, 0.06], [-0.09, -0.47, -0.11], [-0.07, 0.00, -0.01], [0.02, 0.05, 0.02], [0.03, 1.01, 0.03], [-1.04, -1.08, -0.09], [0.91, -0.94, 1.07], [-0.10, 0.06, 0.05], [0.72, -1.22, 1.80], [0.19, 0.17, 0.05], [0.01, 0.10, -0.02], [0.04, 0.05, -0.02], [-0.12, 0.12, 0.05], [-1.79, 0.75, -1.11], [-0.13, 0.10, -0.03]]}

{"formula": "C24H25N2", "method": "wB97M-V/def2-TZVPD", "gap_ev": 5.24, "e_homo_ev": -10.1, "largest_force_ha_per_bohr": 0.0381, "charge": 1, "symbols": ["C", "H", "C", "C", "H", "C", "C", "C", "H", "C", "H", "C", "H", "H", "C", "C", "H", "C", "H", "H", "C", "H", "C", "H", "C", "H", "H", "H", "H", "C", "C", "H", "N", "C", "C", "H", "H", "N", "H", "H", "C", "H", "C", "C", "C", "C", "H", "H", "H", "H", "C"], "positions_angstrom": [[3.2377, 0.5123, -1.1775], [-0.1182, -1.0705, 2.5338], [-2.6623, 0.9898, 2.8392], [3.1987, -0.1347, -2.4118], [-6.4700, 0.2481, 4.3043], [2.6837, 1.6555, 2.3733], [0.2066, -0.2249, -1.0034], [4.2903, -0.0160, -3.2751], [-4.5678, 1.8869, 3.2969], [-1.2606, -1.7985, -2.1459], [1.5965, 1.6152, 2.4861], [5.5403, 1.2656, -1.6236], [-2.4186, -0.8568, -5.0417], [4.9949, 2.0927, 1.0543], [-4.0239, 0.9553, 3.1170], [4.4310, 1.1652, -0.8015], [3.0181, 2.6740, 2.6166], [3.0581, 1.3012, 0.9909], [6.2927, 0.7519, -3.5772], [-6.6870, 0.2352, 2.5476], [5.4542, 0.6777, -2.8903], [0.8546, 1.4567, -2.2208], [-1.7239, -1.5911, -4.6124], [-2.2714, -2.5220, -4.4337], [-6.1856, -0.2779, 3.3819], [-0.7548, -1.9132, -0.0450], [0.7823, -0.2367, 1.0835], [-0.1175, 0.6535, 2.6258], [4.2415, -0.4693, -4.2631], [0.2567, 0.5412, -2.2054], [-0.3921, 0.1081, -3.3495], [-1.8454, -2.7232, -2.1441], [-0.6115, -0.1940, 2.3740], [-1.9617, -0.2192, 2.6632], [-2.6275, -1.4532, 2.7837], [-2.1134, 1.9308, 2.7845], [6.4164, 1.8008, -1.2497], [4.2826, 1.6080, 0.5124], [3.1347, 0.9687, 3.1071], [-6.5610, -1.3060, 3.4327], [1.0334, 0.1038, 0.1084], [-4.5068, -2.4263, 3.2024], [-4.7032, -0.2709, 3.1856], [-0.6518, -1.3587, -0.9810], [-3.9878, -1.4737, 3.0626], [-1.1203, -1.0900, -3.3480], [-0.9570, -1.7886, -5.3748], [-0.2993, 0.6840, -4.2740], [-2.0506, -2.3756, 2.6924], [2.3253, -0.7200, -2.6825], [2.3207, 0.6285, -0.0282]], "forces_ev_per_angstrom": [[0.46, 0.63, 0.06], [-0.13, 0.53, 0.36], [0.08, -0.62, 0.09], [0.18, 0.06, -0.15], [0.02, -0.17, -0.21], [-0.33, 0.19, 0.45], [-0.65, -0.02, -0.72], [0.08, 0.04, 0.39], [0.14, -0.31, -0.17], [-0.04, -0.10, 0.09], [0.33, 0.11, 0.07], [0.08, -0.02, -0.14], [0.15, -0.14, 0.12], [-0.30, -0.13, -0.27], [0.20, -0.39, -0.13], [-0.31, -0.54, -0.51], [-0.14, -0.28, -0.03], [1.02, -0.36, -0.40], [-0.16, -0.02, 0.13], [0.08, -0.19, 0.23], [-0.28, 0.16, 0.37], [-0.25, -0.31, -0.03], [-0.34, -0.30, -0.36], [0.07, 0.18, -0.12], [-0.43, 0.02, 0.14], [-0.04, 0.11, -0.34], [-0.55, 0.18, 0.11], [-0.20, -0.44, 0.27], [0.05, 0.03, 0.26], [0.15, -0.27, 0.15], [0.25, 0.30, 0.29], [0.18, 0.37, 0.07], [0.54, -0.25, 0.03], [-1.28, -0.04, 0.46], [0.26, 0.60, 0.07], [-0.19, -0.15, 0.01], [-0.11, -0.27, -0.39], [-0.93, 0.05, 0.55], [-0.09, 0.15, -0.29], [-0.03, 0.26, 0.02], [1.68, -0.17, -0.99], [0.16, 0.33, -0.16], [0.33, -0.06, 0.05], [0.42, 0.23, 0.21], [-0.15, 0.54, -0.09], [0.22, 0.13, 0.35], [-0.13, 0.08, 0.23], [-0.10, -0.16, 0.32], [-0.19, 0.16, 0.04], [0.22, 0.17, -0.16], [0.00, 0.06, -0.34]]}

{"formula": "C24H25N3O4", "method": "wB97M-V/def2-TZVPD", "gap_ev": 7.73, "e_homo_ev": -8.3, "largest_force_ha_per_bohr": 0.0294, "smiles": "CCN(CC)CCN1C(=O)C(O)=C(C(=O)c2cc3ccccc3o2)[C@@H]1c1cccnc1", "symbols": ["O", "H", "C", "H", "H", "C", "C", "H", "O", "H", "H", "H", "C", "H", "N", "C", "C", "H", "C", "C", "C", "C", "N", "C", "H", "H", "H", "H", "C", "C", "C", "H", "H", "N", "C", "H", "H", "C", "H", "C", "H", "O", "C", "C", "H", "H", "H", "H", "C", "O", "C", "H", "H", "C", "C", "C"], "positions_angstrom": [[1.4364, -1.9912, 1.5808], [-3.0355, -0.8056, 3.2999], [0.4780, -1.1797, -0.4577], [-0.6305, -2.6331, 2.8206], [2.6641, 1.0445, -0.1304], [-0.9037, -0.2700, -4.5303], [-0.1648, -1.4724, -6.7179], [4.0055, 3.0755, -0.6770], [0.6327, -2.3437, -1.0785], [2.8468, -2.5620, -4.4590], [-2.3835, 1.7931, 5.4230], [-3.0410, 0.7121, 6.6529], [0.8310, 2.1533, 0.0175], [-1.8252, 0.2223, -4.7644], [0.5566, 0.1444, 1.3951], [-0.0600, -0.0023, -0.8411], [-0.2778, -0.2589, -3.3119], [-1.1625, 1.5559, 2.9178], [0.7977, 0.6469, 2.7211], [1.9256, -2.6515, -6.4047], [-0.0189, 0.9468, 0.3376], [2.1976, 2.0177, -0.1998], [0.9880, 4.4999, -0.3800], [-1.9747, -0.9665, 3.0565], [-1.8083, -0.5634, 2.0561], [-2.2848, -2.9534, 2.2741], [2.8219, 5.2751, -0.8097], [-0.1827, 1.5234, 4.3929], [0.8493, -2.2616, -7.2087], [-0.4855, 0.9341, 3.5251], [0.9993, -1.4690, -4.5846], [-1.9537, -1.2359, 5.6061], [1.3758, -0.1185, 3.2433], [-1.1023, -0.2823, 3.9956], [-0.6904, 0.4292, -2.0878], [-0.7817, 3.5829, 0.0487], [1.0375, -2.9532, -0.4312], [-0.0942, -1.0648, -5.3843], [0.8205, -2.5915, -8.2364], [-1.6002, -0.2342, 5.3540], [-0.9946, -1.1714, -7.3382], [-1.5180, 1.3268, -2.1074], [2.9431, 3.1436, -0.5025], [-2.7230, 0.7780, 5.6158], [1.3861, 1.5689, 2.6490], [-1.9082, -2.9165, 3.9981], [-0.7535, -0.0080, 6.0096], [-1.0324, 1.2819, 0.5906], [2.0214, -2.2633, -5.0847], [0.8799, -0.9741, -3.3385], [2.2866, 4.3638, -0.5788], [-3.5831, 0.5771, 4.9814], [2.6990, -3.2728, -6.8305], [0.8966, -1.0854, 0.9705], [0.2791, 3.4242, -0.0931], [-1.6815, -2.4652, 3.0360]], "forces_ev_per_angstrom": [[0.03, -0.12, -0.06], [0.03, 0.08, -0.09], [-0.26, 0.30, -0.20], [0.09, -0.04, -0.02], [0.06, -0.09, 0.01], [0.23, 0.10, 0.87], [0.03, 0.01, 0.11], [0.09, 0.02, -0.02], [0.05, -0.01, 0.22], [0.11, -0.05, 0.06], [0.00, 0.13, 0.00], [-0.08, 0.05, 0.12], [0.10, 0.20, 0.04], [-0.20, 0.15, 0.03], [-0.07, -0.04, -0.10], [0.14, -0.44, 0.44], [-0.81, 0.27, -1.25], [0.00, 0.07, 0.11], [-0.07, 0.25, 0.47], [0.03, 0.02, 0.09], [-0.16, 0.14, -0.34], [-0.13, 0.19, 0.01], [-0.15, 0.59, -0.07], [0.04, -0.33, 0.04], [-0.07, 0.06, 0.03], [-0.10, -0.15, -0.06], [0.13, 0.03, -0.03], [-0.03, 0.07, -0.04], [-0.08, -0.01, -0.17], [0.36, -0.20, -0.22], [-0.52, 0.00, -0.99], [0.07, -0.01, 0.09], [-0.01, 0.14, -0.01], [0.05, 0.06, -0.10], [0.00, -0.02, 0.07], [-0.15, -0.11, 0.04], [-0.06, 0.14, 0.01], [0.63, -0.29, 0.28], [-0.01, -0.02, -0.08], [-0.14, 0.16, 0.12], [-0.07, 0.02, -0.09], [0.22, -0.24, -0.01], [-0.07, -0.12, 0.02], [0.22, -0.24, -0.12], [0.03, -0.06, -0.03], [-0.04, -0.09, 0.11], [-0.06, -0.10, 0.06], [0.08, -0.09, 0.00], [0.04, 0.06, 0.30], [0.30, 0.03, 0.29], [0.25, -0.04, -0.04], [-0.12, 0.02, -0.04], [0.07, -0.05, -0.01], [0.10, -0.18, 0.12], [-0.03, -0.48, 0.10], [-0.11, 0.25, -0.10]]}

{"formula": "C24H25N3O4S", "method": "wB97M-V/def2-TZVPD", "gap_ev": 7.73, "e_homo_ev": -8.1, "largest_force_ha_per_bohr": 0.0279, "smiles": "Cc1ccc([C@H]2C(C(=O)c3sc(-c4ccccc4)nc3C)=C(O)C(=O)N2CCN(C)C)o1", "symbols": ["C", "C", "C", "O", "H", "H", "H", "H", "O", "H", "H", "S", "H", "C", "C", "C", "H", "H", "O", "H", "H", "C", "O", "C", "C", "C", "H", "C", "H", "N", "H", "C", "N", "C", "H", "H", "H", "C", "C", "C", "C", "C", "H", "C", "H", "H", "C", "H", "C", "H", "H", "H", "C", "H", "C", "C", "N"], "positions_angstrom": [[-1.4298, 1.8838, -1.5587], [-2.2335, -3.6080, -3.0075], [-5.2016, 0.8174, 1.7604], [-1.5146, 2.7905, -2.3715], [-3.5654, 3.2939, 0.2838], [-3.6156, -1.9216, 1.1702], [6.5658, -1.3633, 1.0552], [5.0157, 1.9013, -1.2126], [-1.9496, -1.6289, -1.6136], [-1.1681, -3.8211, -3.0878], [-2.1820, 0.4047, 1.0171], [2.8905, 0.6183, -0.2788], [-4.3692, 0.6342, -0.9884], [-3.2753, -3.1415, -0.6701], [0.4596, -0.5857, 0.5968], [-1.8627, 0.2165, -0.0145], [1.7890, -2.3408, 2.8377], [-2.5259, -3.0292, -3.8828], [0.9626, 1.7949, -1.6864], [0.6530, 2.4814, -2.3127], [7.3099, 2.6413, -1.7255], [-2.5159, -2.8465, -1.7625], [-0.1038, -1.3947, 1.3266], [1.9119, -0.5648, 0.5251], [7.1502, 1.7641, -1.1159], [8.0292, -0.0711, 0.1580], [-2.7835, -4.5440, -2.9970], [-0.1334, 1.2924, -1.1220], [1.5691, -3.2608, 1.3677], [4.0524, -1.2926, 0.9742], [-4.6849, 3.2625, 2.8223], [8.2352, 1.0554, -0.6239], [-4.0784, 1.6959, 1.5076], [-3.8437, 2.5787, 2.6320], [8.8748, -0.6230, 0.5413], [-2.9474, 3.1690, 2.4473], [-5.3255, 0.1297, 0.9268], [6.7466, -0.4901, 0.4488], [2.7387, -1.5020, 1.1395], [4.3131, -0.2316, 0.2707], [-3.1658, -2.0328, 0.2059], [-0.3600, 0.3437, -0.1892], [9.2398, 1.3808, -0.8500], [5.6484, 0.2197, -0.0434], [-5.0013, 0.2362, 2.6592], [-6.1434, 1.3704, 1.9033], [-2.3444, -1.1421, -0.4141], [-5.2514, 2.7693, 0.0943], [-4.2182, 2.4186, 0.2546], [3.1554, -3.2812, 2.1892], [-3.8398, -4.0362, -0.5050], [-3.9600, 2.1323, -1.8665], [-3.7951, 1.5633, -0.9482], [-3.6809, 1.9756, 3.5241], [2.2919, -2.6744, 1.9314], [5.8638, 1.3521, -0.8297], [-2.3964, 1.2400, -0.8924]], "forces_ev_per_angstrom": [[-0.08, 0.08, -0.12], [0.14, 0.35, 0.13], [0.08, 0.01, -0.03], [0.07, 0.11, -0.06], [-0.06, 0.01, -0.02], [-0.05, 0.10, 0.27], [-0.01, -0.08, 0.06], [-0.02, 0.10, -0.08], [0.22, 0.18, -0.20], [0.05, -0.07, -0.06], [0.12, -0.08, -0.23], [0.84, -0.65, 0.49], [0.02, 0.04, -0.07], [0.29, 0.01, -0.54], [0.06, -0.17, 0.16], [0.31, -0.52, 0.01], [-0.05, -0.08, 0.04], [-0.03, -0.03, -0.10], [-0.35, 0.16, -0.21], [-0.08, -0.10, 0.11], [0.01, 0.06, -0.04], [-0.54, -0.74, 0.23], [0.05, 0.29, -0.14], [0.74, -0.24, 0.14], [0.07, 0.09, -0.06], [0.09, 0.03, -0.02], [-0.03, -0.04, 0.00], [-0.13, -0.27, 0.34], [-0.04, -0.06, 0.07], [0.85, -0.22, 0.11], [-0.03, 0.03, 0.02], [0.02, 0.01, -0.01], [-0.04, 0.13, 0.02], [0.01, -0.03, -0.03], [0.06, -0.05, 0.03], [0.02, 0.06, 0.05], [-0.07, -0.10, -0.01], [-0.23, 0.07, -0.05], [-0.92, 0.39, -0.26], [-1.38, 0.35, -0.15], [0.40, 0.62, -0.28], [-0.19, 0.43, -0.34], [0.07, 0.03, -0.02], [0.83, 0.26, -0.19], [-0.06, -0.08, 0.03], [-0.03, 0.02, 0.00], [-0.67, -0.04, 0.77], [0.02, 0.06, 0.04], [0.06, -0.18, -0.26], [0.04, -0.02, 0.00], [-0.09, -0.23, -0.05], [-0.05, -0.12, 0.04], [-0.26, 0.40, 0.09], [0.01, 0.04, 0.08], [-0.05, -0.12, 0.07], [-0.04, -0.23, 0.16], [0.05, 0.03, 0.06]]}